Molecular formula: C16H39O6P2
Method: DFT, ωB97M-V/def2-TZVPD

Each line ends with the Löwdin charge.
Cartesian coordinates (Å):
C1 -2.771 6.480 -0.976  0.0878
C2 -1.956 5.841 -0.379  -0.0656
C3 -0.942 4.930 0.197  -0.4503
C4 -1.435 3.878 1.243  -0.2152
O1 -0.455 2.860 1.217  -0.3925
P1 0.573 2.917 -0.157  0.3548
P2 -0.882 1.532 -1.188  0.6158
O2 -1.964 1.035 -0.243  -0.5542
O3 -0.358 4.244 -0.858  -0.3679
H1 -3.247 7.076 -1.708  0.0060
H2 -0.232 5.540 0.776  0.1252
H3 -2.473 3.543 1.181  0.1117
H4 -1.323 4.319 2.246  0.1103
H5 1.434 3.953 0.373  0.0031
H6 1.411 1.818 0.253  -0.0403
H7 1.312 2.861 -1.418  -0.0403
H8 -0.163 0.376 -1.643  -0.0350
H9 -1.361 2.253 -2.318  -0.0382
C5 4.852 0.185 -1.928  -0.0811
C6 3.400 -0.212 -2.136  -0.2775
O4 2.768 0.487 -3.192  -0.1709
C7 3.327 0.335 -4.477  -0.2895
C8 3.341 -1.101 -4.976  -0.0859
H10 4.928 1.258 -1.742  0.0826
H11 5.271 -0.350 -1.076  0.0743
H12 5.468 -0.041 -2.802  0.0595
H13 2.840 0.020 -1.230  0.1099
H14 3.306 -1.294 -2.289  0.1060
H15 4.335 0.767 -4.508  0.1040
H16 2.711 0.937 -5.146  0.1174
H17 3.960 -1.746 -4.350  0.0619
H18 3.737 -1.145 -5.993  0.0707
H19 2.331 -1.514 -4.977  0.0801
C9 -0.577 0.463 3.269  -0.0769
C10 0.341 -0.146 2.229  -0.2632
O5 1.597 -0.577 2.756  -0.1581
C11 1.537 -1.565 3.757  -0.3010
C12 0.873 -2.857 3.303  -0.0838
H20 -0.090 1.309 3.760  0.0800
H21 -1.492 0.813 2.793  0.0694
H22 -0.852 -0.257 4.047  0.0593
H23 0.565 0.605 1.476  0.0538
H24 -0.153 -0.971 1.705  0.1057
H25 1.044 -1.171 4.654  0.1021
H26 2.571 -1.776 4.038  0.1107
H27 -0.171 -2.702 3.026  0.0550
H28 0.900 -3.599 4.105  0.0700
H29 1.388 -3.264 2.432  0.0808
C13 -3.992 -1.373 0.559  -0.0855
C14 -3.001 -2.090 -0.333  -0.2759
O6 -2.050 -2.872 0.383  -0.1629
C15 -2.569 -3.910 1.183  -0.2995
C16 -3.362 -4.949 0.407  -0.0870
H30 -3.468 -0.733 1.269  0.0699
H31 -4.660 -0.754 -0.040  0.0784
H32 -4.607 -2.073 1.134  0.0593
H33 -2.434 -1.343 -0.887  0.0930
H34 -3.515 -2.711 -1.078  0.1029
H35 -3.170 -3.495 2.002  0.1066
H36 -1.706 -4.394 1.646  0.1091
H37 -4.248 -4.519 -0.062  0.0623
H38 -3.692 -5.749 1.074  0.0706
H39 -2.748 -5.384 -0.384  0.0780

Cartesian forces (eV/Å) of the 3 atoms listed first:
0.1 0.4 -0.5
0.3 -0.9 0.6
-1.0 0.3 0.2

Results
- net charge = -1
- ΔE to the lowest compared entry with this formula, charge and spin (kcal/mol) = 42.06

=====

Molecular formula: C4H7NO
Method: DFT, ωB97M-V/def2-TZVPD

Each line ends with the Löwdin charge.
Cartesian coordinates (Å):
O1 -0.643 2.121 0.150  -0.0113
C1 0.163 1.019 -0.175  -0.3608
C2 1.063 0.067 0.708  -0.1159
N1 0.845 -0.994 -0.319  0.0009
C3 -0.491 -1.455 -0.054  -0.1795
C4 -0.468 -0.181 -0.792  -0.1429
H1 -1.543 1.814 0.309  0.0915
H2 0.912 1.411 -0.867  0.1449
H3 0.660 -0.198 1.696  0.1105
H4 2.117 0.347 0.807  0.1076
H5 -0.838 -1.567 0.968  0.1059
H6 -0.725 -2.289 -0.713  0.1148
H7 -1.052 -0.095 -1.716  0.1343

Cartesian forces (eV/Å) of the 3 atoms listed first:
-0.1 -0.1 0.6
0.4 -0.2 0.1
-0.2 0.5 0.0

Results
- structure (SMILES) = O[C@H]1CN2C[C@@H]12
- net charge = 0
- ΔE to the lowest compared entry with this formula, charge and spin (kcal/mol) = 82.00

=====

Molecular formula: CH8N2S
Method: DFT, ωB97M-V/def2-TZVPD

Each line ends with the Löwdin charge.
Cartesian coordinates (Å):
N1 0.066 0.143 0.359  -0.0890
C1 0.767 1.168 -0.713  -0.2143
N2 1.193 2.447 -0.012  -0.0237
H1 -0.725 -0.524 0.838  0.0344
H2 0.768 -0.585 0.408  -0.0195
H3 0.016 1.500 -1.357  0.0622
H4 1.652 0.658 -1.025  0.0849
H5 1.427 2.071 0.872  0.0243
H6 0.368 3.049 0.059  0.0578
S1 -1.604 -2.964 0.717  0.4154
H7 -2.569 -2.742 -0.362  -0.1236
H8 -1.360 -4.221 0.215  -0.2088

Cartesian forces (eV/Å) of the 3 atoms listed first:
1.1 -1.9 1.0
-1.9 1.0 4.2
-0.9 -1.7 -1.9

Results
- structure (SMILES) = NCN.S
- net charge = 0
- ΔE to the lowest compared entry with this formula, charge and spin (kcal/mol) = 57.99

=====

Molecular formula: C22H30N8O2W
Method: DFT, ωB97M-V/def2-TZVPD

Each line ends with the Löwdin charge.
Cartesian coordinates (Å):
W1 0.161 -0.523 0.898  1.8039
N1 4.550 -0.483 1.094  0.1841
C1 3.302 -0.793 1.298  -0.0911
N2 2.273 -0.156 0.719  -0.0422
C2 2.564 0.875 -0.211  -0.2451
N3 1.602 1.436 -0.881  0.1092
N4 0.376 0.939 -0.515  -0.1578
C3 -0.661 1.165 -1.287  0.0598
C4 -1.946 0.642 -0.864  -0.2516
C5 -3.118 0.961 -1.511  0.0720
C6 -4.322 0.455 -1.003  0.0509
C7 -4.288 -0.347 0.120  0.0357
C8 -3.060 -0.642 0.713  -0.0544
N5 -1.910 -0.165 0.241  -0.0476
C9 3.936 1.269 -0.420  -0.0873
C10 4.287 2.322 -1.274  0.0333
C11 5.618 2.648 -1.437  0.0115
C12 6.612 1.931 -0.762  0.0232
C13 6.285 0.885 0.084  0.0374
C14 4.949 0.570 0.246  -0.1451
H1 5.272 -1.017 1.567  0.1970
H2 3.098 -1.616 1.971  0.1544
H3 -0.532 1.695 -2.228  0.1735
H4 -3.105 1.600 -2.385  0.1522
H5 -5.261 0.695 -1.485  0.1506
H6 -5.196 -0.752 0.545  0.1442
H7 -3.009 -1.278 1.589  0.1349
H8 3.514 2.872 -1.793  0.1309
H9 5.896 3.462 -2.092  0.1384
H10 7.652 2.196 -0.901  0.1418
H11 7.058 0.333 0.605  0.1409
C15 -1.588 1.718 4.446  0.0520
N6 -0.405 0.894 4.774  -0.1004
C16 0.149 1.031 6.139  0.0515
C17 0.137 0.113 3.922  -0.1592
O1 -0.362 -0.018 2.702  -0.2413
H12 -1.988 2.115 5.374  0.1187
H13 -2.339 1.106 3.955  0.1044
H14 -1.289 2.543 3.801  0.1216
H15 -0.651 0.843 6.853  0.1249
H16 0.515 2.049 6.264  0.1277
H17 0.956 0.320 6.295  0.1091
H18 0.999 -0.478 4.217  0.1659
C18 0.722 -4.820 -2.179  0.0223
N7 0.205 -3.611 -1.503  -0.0915
C19 0.070 -2.424 -2.347  0.0045
C20 0.023 -3.542 -0.199  -0.3727
O2 0.144 -2.332 0.380  -0.2262
N8 -0.265 -4.559 0.582  -0.0892
C21 -0.932 -5.781 0.089  0.0222
C22 -0.048 -4.531 2.033  0.0118
H19 1.510 -4.500 -2.858  0.1159
H20 -0.056 -5.318 -2.754  0.1167
H21 1.150 -5.506 -1.456  0.1028
H22 -0.206 -2.744 -3.350  0.1209
H23 1.011 -1.873 -2.418  0.1073
H24 -0.733 -1.784 -1.984  0.0756
H25 -1.397 -5.601 -0.875  0.1033
H26 -1.709 -6.040 0.807  0.1162
H27 -0.235 -6.615 0.019  0.1170
H28 0.680 -3.771 2.302  0.0792
H29 0.342 -5.499 2.339  0.1197
H30 -0.989 -4.359 2.557  0.1112

Cartesian forces (eV/Å) of the 3 atoms listed first:
-0.1 0.7 -0.1
0.0 0.1 -0.1
0.1 0.0 0.0

Results
- net charge = +4
- ΔE to the lowest compared entry with this formula, charge and spin (kcal/mol) = 0.00
- spin multiplicity = 3

=====

- Which of these has the highest net charge?
  C22H30N8O2W